The following is a DFT calculation (the ωB97M-V functional and the def2-TZVPD basis) of a single C5H7NO molecule.

Each line ends with the Löwdin charge.
Element x y z (Å)
C: -1.80783 0.08903 0.02218  -0.01
C: -0.30988 -0.05399 0.06728  -0.44
N: 0.25274 -0.97031 1.06391  0.08
C: 0.58327 0.43292 1.15357  -0.12
C: 1.76771 0.60680 -1.16341  0.28
C: 0.46270 0.00110 -1.21881  -0.51
O: 0.08784 -0.34488 -2.33241  0.08
H: -2.10040 1.07049 -0.36362  0.09
H: -2.22110 -0.03973 1.02650  0.09
H: -2.23767 -0.67664 -0.63109  0.09
H: 1.00618 -1.54758 0.70005  0.11
H: 0.21498 0.98360 2.01296  0.12
H: 2.58526 -0.10421 -0.95363  0.05
H: 1.57746 0.78582 0.82664  0.09

Computed properties:
- Gap between HOMO and LUMO: 8.53 eV
- E_HOMO: -9.69 eV
- Energy above the lowest of the compared OMol25 structures with the same formula, charge and spin: 122.55 kcal/mol
- Multiplicity: 1